Here is a structure of composition C17H36NO2OsP3 at a distorted geometry from the Open Molecules 2025 dataset. Energies are from ωB97M-V/def2-TZVPD.

Geometry as XYZ:
```
60
Properties=species:S:1:pos:R:3:forces:R:3
P 2.61486 -0.46499 0.48585 2.34 -0.25 -0.62
C 3.62469 -0.54473 2.02069 -1.20 0.08 0.61
H 4.68580 -0.53634 1.72066 -0.36 0.01 -0.09
H 3.40715 -1.47303 2.57130 0.24 0.26 -0.11
H 3.40922 0.32431 2.65748 0.34 -0.27 -0.04
C 3.07340 -2.04902 -0.29063 -0.59 -0.38 -0.26
H 3.04148 -2.00017 -1.38305 0.19 -0.02 0.42
H 2.36037 -2.82276 0.02096 0.25 -0.03 0.00
H 4.07977 -2.34051 0.04602 -0.24 0.21 0.03
C 3.46508 0.88934 -0.38734 -0.66 0.25 -0.26
H 4.51987 0.61270 -0.52285 -0.16 0.01 0.14
H 3.38572 1.79781 0.21950 0.28 -0.09 -0.04
H 2.99792 1.07518 -1.35814 0.43 0.06 0.36
P -0.83744 2.50254 0.04877 -0.64 1.86 0.14
C -1.11568 3.65803 1.42628 0.25 -0.66 0.51
H -1.55577 4.55810 0.97899 0.06 -0.10 0.04
H -0.16760 3.91386 1.91608 -0.22 0.09 -0.14
H -1.79946 3.24825 2.17754 0.02 0.25 -0.16
C 0.46678 3.32934 -0.86049 0.11 0.45 -0.53
H 0.32227 3.17078 -1.93070 0.17 0.41 0.28
H 1.44884 2.93565 -0.57170 -0.22 0.19 -0.06
H 0.40972 4.39469 -0.60319 0.10 -0.13 -0.20
C -2.45696 2.37924 -0.70389 -0.09 0.06 -0.78
H -2.69256 3.38206 -1.07885 -0.31 -0.06 0.07
H -3.19327 2.06055 0.04120 0.07 0.27 -0.01
H -2.43784 1.67074 -1.53568 -0.30 0.42 0.35
P -1.99105 -1.64077 0.52941 -1.12 -1.34 -0.36
C -2.90501 -2.14465 2.02851 0.66 0.77 0.63
H -3.64774 -2.89431 1.71821 0.24 0.14 -0.03
H -3.41078 -1.28019 2.48141 -0.08 -0.38 -0.12
H -2.23128 -2.58468 2.77421 -0.29 -0.04 -0.11
C -3.38702 -1.26409 -0.56374 0.12 0.38 -0.43
H -4.23470 -1.89507 -0.27095 0.15 0.11 -0.03
H -3.13368 -1.41947 -1.61418 -0.26 -0.13 0.37
H -3.66224 -0.20990 -0.45013 -0.15 -0.19 0.06
C -1.13796 -3.16404 0.05367 0.81 0.00 -0.21
H -1.85327 -3.82628 -0.44844 0.01 -0.02 0.15
H -0.73023 -3.65576 0.94218 -0.33 -0.10 -0.06
H -0.30077 -2.94869 -0.62141 -0.47 -0.35 0.34
Os -0.11182 0.21993 0.46741 0.43 -2.65 -2.09
C 0.92646 1.22586 1.65285 3.89 3.56 4.67
O 1.49565 1.88173 2.43499 -2.05 -2.08 -2.85
C -1.40145 0.55787 1.79243 -5.29 1.45 7.24
O -2.08789 0.84333 2.73093 3.51 -1.31 -5.31
C -1.30910 -0.06982 -2.54597 -0.27 -0.17 -0.92
C -0.77699 -1.33186 -2.30138 -0.20 -0.25 -0.83
C 0.60549 -1.47658 -2.17008 0.08 -0.53 -0.81
C 1.44707 -0.38575 -2.36848 0.48 -0.31 -0.80
C 0.89950 0.86958 -2.59126 -0.11 0.39 -0.87
C -0.48163 1.03988 -2.68292 0.35 0.09 -0.96
H -2.32167 -0.01427 -2.94685 0.03 0.15 0.42
H -1.41629 -2.20855 -2.53993 0.59 0.52 0.62
H 1.05209 -2.46616 -2.26886 -0.21 0.04 0.38
H 2.50046 -0.58780 -2.66858 -0.82 0.38 0.61
H 1.52032 1.66251 -3.00148 0.14 -0.01 0.37
H -0.86181 1.95900 -3.17125 0.08 -0.55 0.65
N 0.40441 -1.42311 2.41112 0.28 -0.60 0.50
H -0.36706 -1.58832 3.05738 -0.04 0.13 0.10
H 1.18778 -1.10897 2.98609 -0.08 0.06 0.07
H 0.66580 -2.34224 2.06025 0.07 -0.08 -0.04
```
Positions in Å, forces in eV/Å.

Calculated values
Charge: +4
Spin multiplicity: 5
Calculated total energy: -54083.73938 eV
HOMO level (alpha / beta): -0.745 / -0.830 Eh

Here is a structure of composition C34H25Br2N4O7ScTe4 at a distorted geometry from the Open Molecules 2025 dataset. Energies are from ωB97M-V/def2-TZVPD.

Geometry as XYZ:
```
77
Properties=species:S:1:pos:R:3:forces:R:3
Sc -0.60330 -0.09954 1.77793 2.06 -5.40 0.24
C -0.22746 0.43242 4.94046 1.89 0.19 1.43
O 0.39691 0.43258 3.63327 0.76 1.62 -0.20
C 1.69636 0.73267 3.24496 -0.31 -0.70 0.13
C 2.58571 1.09390 4.22270 0.46 0.25 -0.10
C 3.91966 1.42500 3.91025 -0.35 -0.06 0.10
Br 5.08809 1.91808 5.33030 0.02 0.02 0.02
C 4.37985 1.39577 2.64018 0.20 0.03 -0.22
C 3.50954 1.02697 1.58263 -0.05 0.11 0.27
C 2.16934 0.69044 1.82737 0.38 -0.41 1.02
O 1.40881 0.36896 0.80407 -1.12 2.03 -0.86
C 4.01268 0.98990 0.21952 0.02 -0.08 0.16
N 3.32323 0.67172 -0.85624 0.06 0.09 -0.10
C 4.19771 0.76857 -1.92085 0.05 0.01 0.08
C 3.98971 0.53864 -3.27590 0.03 0.02 -0.03
C 5.06343 0.71592 -4.13321 -0.07 -0.01 -0.02
C 6.31848 1.11252 -3.66136 0.06 0.03 0.02
C 6.54189 1.34498 -2.31239 -0.02 0.01 0.01
C 5.46318 1.16561 -1.45902 -0.06 -0.03 -0.03
N 5.31706 1.29928 -0.09308 -0.02 -0.02 -0.26
H 0.42363 0.72803 5.77266 0.49 -0.22 -0.33
H -0.59389 -0.57515 5.12380 0.02 -0.05 -0.21
H -1.06606 1.16592 4.93320 1.84 -0.59 0.58
H 2.27592 1.12302 5.25489 -0.06 -0.15 -0.02
H 5.41372 1.65526 2.45610 -0.01 -0.01 -0.04
H 1.79194 0.36263 -0.10581 0.75 0.22 0.34
H 3.01793 0.22966 -3.63752 0.00 -0.03 0.02
H 4.92978 0.54241 -5.19354 0.01 -0.01 0.00
H 7.13293 1.23921 -4.36372 0.00 0.00 0.01
H 7.51405 1.65061 -1.94572 0.01 -0.01 -0.01
H 6.03697 1.57031 0.54649 -0.01 -0.02 0.12
Te -2.67119 1.12201 3.78123 -3.56 1.56 -1.79
Te -3.58091 -0.38783 5.84859 -0.08 0.29 -0.29
Te -4.53359 -2.15956 4.02020 0.30 -0.36 -0.07
Te -2.03780 -2.58617 2.93095 0.17 -0.36 1.01
O -7.31073 -2.56724 -2.69298 -0.05 -0.03 -0.04
C -6.35206 -3.09471 -1.87477 -0.14 0.00 -0.11
O -6.39845 -4.26778 -1.63657 0.06 -0.06 0.05
C -5.32590 -2.15630 -1.34645 0.26 -0.10 0.18
C -4.32870 -2.66429 -0.50847 -0.17 -0.06 -0.13
C -3.34166 -1.85150 0.00215 0.47 1.20 0.10
C -3.32406 -0.46245 -0.29310 -0.91 -0.56 -0.03
C -4.33201 0.03426 -1.12414 0.13 0.01 0.11
C -5.30673 -0.79977 -1.64500 -0.02 0.15 -0.09
N -2.35298 0.37959 0.31079 -0.35 1.68 -0.03
C -2.36695 1.65412 0.11356 -0.50 -1.45 -0.19
C -1.46938 2.60879 0.74014 0.63 0.86 0.60
C -1.67184 3.96621 0.40817 -0.20 -0.66 -0.10
C -0.89556 4.94235 0.96859 0.46 0.09 0.38
C 0.09014 4.54968 1.87923 -0.43 0.36 -0.41
C 0.23160 3.21446 2.15718 0.23 -0.53 0.33
N -0.49870 2.22570 1.62009 -1.18 0.95 -1.03
H -7.16805 -1.62301 -2.80931 0.07 0.01 0.05
H -4.32133 -3.71919 -0.26726 -0.03 0.00 0.02
H -2.52276 -2.20897 0.64119 -1.23 -0.08 -0.46
H -4.38441 1.08293 -1.37802 -0.05 0.01 -0.04
H -6.05262 -0.33638 -2.28398 0.00 0.01 0.01
H -3.09612 2.11805 -0.54539 0.03 0.10 -0.07
H -2.45670 4.21814 -0.29332 -0.02 -0.03 0.01
H -1.04249 5.98589 0.72322 -0.02 0.00 -0.02
H 0.73236 5.27101 2.36311 0.03 -0.02 0.03
H 0.98938 2.91093 2.86549 -0.04 -0.06 0.02
O 0.86598 -1.29859 2.08420 -2.46 -0.03 0.65
Br 1.42894 -4.87395 -1.75000 -0.03 0.01 0.04
C 0.14239 -3.80148 -2.64988 -0.05 -0.02 -0.12
C 0.08516 -3.97748 -4.02782 -0.03 0.05 -0.08
C -0.76819 -3.20244 -4.79743 0.00 0.02 0.05
C -1.55096 -2.23935 -4.17769 -0.02 -0.02 0.02
C -1.48292 -2.08025 -2.80293 -0.08 0.07 -0.06
C -0.65690 -2.86281 -1.99911 0.29 -0.02 -0.03
C -0.65582 -2.66150 -0.47373 0.83 0.12 -0.03
O -0.47964 -3.65685 0.21165 -0.36 -0.11 -0.01
O -0.86048 -1.46411 -0.10383 0.96 0.21 -0.60
H 0.71674 -4.72042 -4.49607 0.03 0.00 0.03
H -0.80942 -3.34442 -5.87083 0.01 -0.02 0.00
H -2.21446 -1.60948 -4.75875 -0.01 -0.02 -0.01
H -2.08809 -1.32218 -2.32533 0.05 0.00 0.06
```
Positions in Å, forces in eV/Å.

Calculated values
Relative energy (zero: lowest compared OMol25 entry of this formula, charge and spin): 8.714 eV
Charge: -2
Calculated total energy: -245916.32310 eV
HOMO level (alpha / beta): -0.026 / -0.026 Eh

Here is a structure of composition C29H30BCuN9O2S2 at a distorted geometry from the Open Molecules 2025 dataset. Energies are from ωB97M-V/def2-TZVPD.

Geometry as XYZ:
```
74
Properties=species:S:1:pos:R:3:forces:R:3
Cu -0.22757 1.06383 -1.03515 0.19 -0.03 -0.78
C 1.99277 -5.74126 3.97441 0.00 -0.20 -0.04
O 2.14576 -4.37821 4.27886 -0.08 0.43 0.15
C 1.03878 -3.64895 4.60188 -0.07 0.11 -0.03
C -0.21749 -4.17690 4.89038 0.41 -0.32 -0.15
C -1.27843 -3.33595 5.16854 -0.14 0.67 -0.08
C -1.12356 -1.94911 5.11199 1.22 -0.73 -0.48
C 0.15613 -1.42763 4.87193 -0.22 -0.04 0.11
C 1.22020 -2.26428 4.64088 0.09 -0.24 -0.11
N -2.17625 -1.12444 5.47958 -0.87 0.00 0.89
N -2.42378 -0.02407 4.97351 -1.04 0.19 0.97
C -1.93135 0.46428 3.78727 0.78 0.58 -1.20
C -1.66195 1.83505 3.74833 -0.12 -0.81 0.29
C -1.13562 2.46501 2.64224 0.25 -0.05 -0.61
C -0.89729 1.75362 1.45570 -0.11 0.30 0.86
O -0.38887 2.28803 0.41245 0.08 0.24 0.15
C -1.31128 0.37597 1.43051 -0.30 -0.16 0.65
N -1.24582 -0.22254 0.22385 0.28 -0.09 -0.27
C -1.65308 -1.46138 0.07873 0.09 0.07 -0.14
C -2.17562 -2.19430 1.14890 -0.16 0.09 0.29
C -2.27230 -1.60804 2.38732 -0.05 -0.20 -0.29
C -1.81392 -0.28814 2.57931 0.03 0.45 -0.05
H 2.96290 -6.05880 3.59655 -0.08 -0.11 0.03
H 1.23545 -5.89257 3.19956 -0.01 -0.02 0.03
H 1.73604 -6.33071 4.85921 -0.02 0.00 -0.02
H -0.37873 -5.24472 4.91475 0.04 -0.06 -0.04
H -2.25110 -3.74916 5.39904 -0.04 0.01 0.07
H 0.30885 -0.35731 4.89711 0.00 0.02 -0.04
H 2.20842 -1.86697 4.46146 0.08 0.01 -0.02
H -1.81457 2.39729 4.65709 -0.13 0.03 0.13
H -0.89309 3.51699 2.66239 0.02 0.07 0.00
H -1.58668 -1.87752 -0.91740 0.04 -0.05 -0.07
H -2.52866 -3.20011 0.97737 -0.02 -0.05 0.02
H -2.73279 -2.15175 3.19946 0.03 0.03 -0.01
C -3.67139 2.65159 -0.71491 0.12 0.35 0.51
N -3.57342 1.85670 -1.90292 0.32 -0.32 -0.58
C -4.50773 1.00364 -2.41734 -0.30 -0.37 -0.38
C -3.98337 0.49231 -3.55989 -0.57 -0.19 0.25
N -2.74065 1.01602 -3.74607 0.01 0.25 0.45
B -1.89354 0.69951 -5.00593 0.05 0.05 0.20
N -0.40409 1.08221 -4.81163 0.45 -0.40 0.03
C 0.30488 1.87990 -5.65473 0.42 0.24 -0.37
C 1.62815 1.72497 -5.40248 -0.18 0.29 -0.33
N 1.73118 0.82544 -4.37629 -0.77 0.23 0.00
C 2.93961 0.20795 -3.91593 0.41 -0.38 0.19
C 0.47323 0.46793 -4.01383 0.29 -0.17 -0.02
S 0.13220 -0.56104 -2.71004 -0.44 -0.70 0.48
C -2.49731 1.84158 -2.72876 0.19 0.46 -0.02
S -1.11806 2.80398 -2.46174 0.37 0.43 0.16
H -4.67536 2.57114 -0.30763 -0.05 -0.05 -0.04
H -3.44637 3.69303 -0.94942 -0.04 -0.07 0.04
H -2.94603 2.31937 0.02923 -0.09 0.04 -0.03
H -5.45340 0.83764 -1.94494 -0.17 -0.03 0.09
H -4.39751 -0.19407 -4.26772 -0.13 -0.19 -0.08
H -2.32438 1.34324 -5.90926 -0.05 0.20 -0.40
H -1.94748 -0.47873 -5.18085 -0.11 -0.31 -0.14
H -0.18451 2.49577 -6.37709 -0.12 0.14 -0.18
H 2.49085 2.17395 -5.85007 0.12 0.07 -0.12
H 3.77672 0.89347 -4.03553 -0.07 0.04 0.03
H 3.13723 -0.70091 -4.48973 0.02 0.04 0.00
H 2.82727 -0.07503 -2.87120 0.04 0.08 -0.11
N 6.00338 1.89981 -1.13076 0.32 0.05 -0.01
C 4.66131 1.75089 -1.03808 -0.57 -0.07 -0.01
C 3.77781 2.68779 -1.59161 0.14 -0.04 0.04
C 2.42157 2.45897 -1.52992 0.14 -0.06 0.10
N 1.89979 1.37575 -0.96144 -0.32 0.04 0.14
C 2.72147 0.50223 -0.38704 0.20 0.11 0.00
C 4.09099 0.64235 -0.39696 0.06 0.09 -0.01
H 6.39793 2.70698 -1.57653 0.04 -0.04 0.04
H 6.62292 1.21798 -0.73365 0.01 0.08 -0.01
H 4.16151 3.57948 -2.06038 0.01 0.15 -0.12
H 1.70614 3.15332 -1.94939 0.02 0.10 -0.09
H 2.24990 -0.34521 0.09194 0.03 -0.12 0.01
H 4.72310 -0.08717 0.08255 0.05 -0.17 0.07
```
Positions in Å, forces in eV/Å.

Calculated values
Relative energy (zero: lowest compared OMol25 entry of this formula, charge and spin): 0.776 eV
Spin multiplicity: 2
Calculated total energy: -115054.10428 eV
HOMO level (alpha / beta): -0.250 / -0.249 Eh

Here is a cluster of 2 separate species, C8H14ClP in total at a distorted geometry from the Open Molecules 2025 dataset. Energies are from ωB97M-V/def2-TZVPD.

Geometry as XYZ:
```
24
Properties=species:S:1:pos:R:3:forces:R:3
C -2.29845 0.16164 2.48250 0.01 0.53 -1.45
C 1.77088 -0.72518 -2.31072 1.06 1.28 0.00
C -1.63681 -0.78555 1.81691 1.66 -0.53 0.38
C 2.06612 0.64558 -1.86971 0.08 1.37 1.35
C -3.76353 0.38901 2.32763 -1.55 -0.38 0.76
C 0.96186 -1.66467 -1.89144 -1.31 0.60 -0.30
C -0.09370 -1.07114 2.07273 -1.95 -2.33 1.45
C 2.37440 1.60859 -3.00190 1.59 -1.47 0.09
P 2.32034 1.09419 -0.24639 -1.41 -3.88 -0.61
Cl 3.02098 2.88544 -0.26640 0.98 2.92 -0.15
H -1.77448 0.86425 3.11879 0.23 -0.24 0.24
H 2.35801 -0.90113 -3.17905 0.61 -0.59 -0.79
H -4.15425 -0.43663 1.70854 -0.20 -0.07 0.81
H -4.28324 1.24430 1.84850 1.38 0.28 0.09
H -4.17261 0.43971 3.38481 -0.03 -0.61 -1.20
H 0.82234 -2.51754 -2.51726 0.10 -0.74 0.09
H 0.16942 -1.36996 -1.23715 -0.20 -0.36 0.88
H -2.11408 -1.47407 1.05759 0.30 0.95 1.07
H 0.54404 -0.36794 1.60222 0.63 0.52 -0.48
H 0.19622 -1.20375 3.18175 -0.73 0.76 -1.53
H 0.07353 -2.12053 1.70827 0.23 1.08 -0.14
H 2.34959 2.66606 -2.72306 -0.53 -0.34 -0.37
H 3.47341 1.38617 -3.20380 -1.14 0.40 -0.26
H 1.79002 1.25314 -3.86335 0.19 0.86 0.05
```
Positions in Å, forces in eV/Å.

Calculated values
SMILES: C=C/C(C)=P/Cl.C/C=C/C
Relative energy (zero: lowest compared OMol25 entry of this formula, charge and spin): 1.067 eV
Calculated total energy: -30331.59435 eV
HOMO level: -0.312 Eh